[1]
{"formula": "C24H28BrN4", "method": "ωB97M-V/def2-TZVPD", "species": ["C", "N", "C", "C", "C", "C", "C", "C", "C", "C", "N", "C", "C", "C", "H", "H", "H", "H", "H", "H", "H", "H", "H", "H", "H", "H", "H", "H", "C", "N", "C", "C", "C", "C", "C", "C", "C", "C", "N", "C", "C", "C", "H", "H", "H", "H", "H", "H", "H", "H", "H", "H", "H", "H", "H", "H", "Br"], "positions_angstrom": [[8.705, -14.668, -13.703], [7.498, -15.440, -13.261], [7.662, -16.625, -12.665], [6.598, -17.369, -12.245], [5.301, -16.892, -12.400], [5.177, -15.656, -13.012], [6.270, -14.930, -13.529], [4.032, -17.523, -11.847], [2.751, -17.244, -12.446], [1.653, -17.688, -11.739], [1.791, -18.377, -10.598], [2.989, -18.750, -10.138], [4.143, -18.317, -10.718], [0.576, -18.775, -9.823], [9.071, -14.201, -12.788], [8.561, -13.888, -14.451], [9.487, -15.345, -14.048], [8.653, -16.980, -12.421], [6.718, -18.291, -11.694], [4.216, -15.182, -13.145], [6.280, -14.029, -14.126], [2.488, -16.544, -13.225], [0.611, -17.475, -11.925], [2.887, -19.438, -9.312], [5.061, -18.525, -10.188], [-0.010, -19.619, -10.186], [-0.115, -17.932, -9.827], [0.917, -19.048, -8.824], [-7.596, -23.061, -13.864], [-6.314, -23.286, -13.124], [-6.441, -23.921, -11.895], [-5.318, -24.311, -11.154], [-4.071, -24.079, -11.712], [-3.962, -23.532, -12.979], [-5.103, -23.094, -13.694], [-2.927, -24.473, -10.876], [-1.856, -23.631, -10.658], [-0.778, -24.058, -9.879], [-0.776, -25.232, -9.297], [-1.834, -26.055, -9.440], [-2.883, -25.725, -10.234], [0.469, -25.588, -8.545], [-8.018, -24.061, -13.972], [-7.366, -22.579, -14.813], [-8.248, -22.487, -13.206], [-7.471, -23.998, -11.581], [-5.437, -24.860, -10.232], [-2.937, -23.361, -13.270], [-5.021, -22.615, -14.659], [-1.807, -22.666, -11.143], [0.083, -23.415, -9.773], [-1.850, -26.982, -8.884], [-3.675, -26.459, -10.250], [1.325, -25.419, -9.199], [0.386, -26.617, -8.195], [0.572, -25.009, -7.627], [2.505, -22.232, -9.113]], "atomic_forces_ev_per_a": [[0.7, -0.2, 1.0], [0.1, 0.9, -1.7], [0.2, -0.3, 0.6], [-1.1, -0.5, 0.7], [-0.7, 0.8, -0.1], [0.2, 1.6, -1.3], [0.2, -2.0, 1.3], [0.5, 0.7, -1.3], [0.2, -0.2, 1.8], [0.0, 0.1, 0.4], [-0.4, -1.0, -0.1], [-1.3, -0.7, 0.7], [-0.1, 0.4, -0.3], [-0.1, 0.2, 0.4], [0.1, 0.2, -0.1], [-0.7, -0.3, 0.1], [-0.3, -0.1, -0.1], [0.3, 0.3, -0.4], [0.5, -0.1, -0.2], [-0.1, -0.1, 0.0], [-0.5, 0.1, 0.2], [0.7, -0.2, -0.4], [0.1, 0.3, -0.7], [0.6, -0.1, 0.4], [0.2, -0.1, -0.3], [0.7, -0.2, -0.6], [0.3, 0.2, 0.3], [-0.2, 0.2, -0.1], [0.5, -0.2, 0.5], [0.5, -1.0, 0.8], [1.1, 0.8, -0.7], [-1.9, 0.2, -1.3], [-0.6, -0.4, 0.2], [-0.3, 0.9, 0.1], [0.8, -0.8, 1.6], [0.8, -0.5, 0.2], [0.3, -0.3, -0.1], [-0.6, 1.5, -1.1], [0.6, -0.4, 0.6], [0.5, -0.3, 0.5], [-0.7, 0.3, 0.0], [-0.3, -0.7, 0.6], [-0.1, 0.2, -0.5], [-0.3, -0.1, 0.2], [0.0, 0.2, -0.4], [0.1, -0.3, 0.2], [-0.1, 0.3, 0.1], [-0.2, 0.1, -0.9], [-0.3, 0.0, 0.0], [0.1, 0.1, 0.1], [0.6, 0.1, 0.3], [0.3, 0.0, 0.0], [-0.2, 0.1, -0.4], [-0.1, -0.1, 0.1], [0.1, -0.1, -0.5], [-0.2, 0.5, -0.3], [-0.6, 0.3, -0.3]], "nbo_charge": [-0.43, -0.23, 0.09, -0.18, 0.02, -0.19, 0.11, 0.04, -0.21, 0.10, -0.25, 0.14, -0.21, -0.41, 0.25, 0.26, 0.25, 0.26, 0.26, 0.25, 0.26, 0.26, 0.24, 0.29, 0.27, 0.24, 0.23, 0.26, -0.40, -0.24, 0.10, -0.19, 0.03, -0.20, 0.12, 0.02, -0.20, 0.12, -0.24, 0.10, -0.22, -0.42, 0.25, 0.25, 0.25, 0.25, 0.26, 0.26, 0.26, 0.24, 0.30, 0.26, 0.26, 0.27, 0.23, 0.26, -0.93], "energy_ha": -3723.45374, "orbital_gap_ev": 4.934, "total_charge": 3}

=====

[2]
{"formula": "C24H28BrNO4", "method": "ωB97M-V/def2-TZVPD", "species": ["C", "C", "H", "H", "O", "C", "C", "C", "C", "C", "O", "H", "H", "H", "H", "H", "H", "H", "H", "C", "C", "C", "O", "C", "O", "N", "H", "C", "C", "C", "C", "C", "C", "C", "H", "H", "H", "H", "H", "H", "H", "H", "C", "C", "C", "C", "C", "C", "H", "H", "Br", "H", "H", "H", "H", "H", "H", "H"], "positions_angstrom": [[-2.071, -0.320, 4.054], [-2.049, -1.058, 2.719], [-2.894, -1.748, 2.659], [-1.118, -1.628, 2.609], [-2.221, -0.195, 1.604], [-1.084, 0.502, 1.188], [-1.545, 1.495, 0.113], [-0.501, 2.580, -0.183], [0.826, 2.099, -0.768], [1.786, 3.268, -0.967], [2.112, 3.807, 0.297], [2.733, 4.532, 0.181], [1.317, 4.036, -1.600], [2.694, 2.909, -1.473], [1.300, 1.396, -0.084], [0.671, 1.605, -1.728], [-0.282, 3.113, 0.744], [-0.950, 3.297, -0.876], [-2.418, 1.994, 0.545], [-2.002, 0.721, -1.143], [-1.082, -0.425, -1.409], [-0.216, -0.888, -0.510], [-0.070, -0.381, 0.759], [0.771, -1.948, -0.870], [0.730, -2.536, -1.935], [1.707, -2.167, 0.078], [1.698, -1.568, 0.889], [2.903, -2.934, -0.182], [4.103, -2.037, -0.358], [4.022, -0.938, -1.207], [5.107, -0.098, -1.371], [6.288, -0.347, -0.691], [6.377, -1.441, 0.153], [5.288, -2.279, 0.321], [5.362, -3.130, 0.983], [7.296, -1.640, 0.684], [7.137, 0.308, -0.820], [5.034, 0.751, -2.035], [3.104, -0.750, -1.744], [2.712, -3.493, -1.104], [3.071, -3.642, 0.636], [-1.113, -0.901, -2.377], [-3.442, 0.275, -1.001], [-4.456, 1.224, -1.077], [-5.781, 0.865, -0.923], [-6.092, -0.463, -0.691], [-5.104, -1.427, -0.619], [-3.782, -1.052, -0.777], [-3.008, -1.801, -0.719], [-5.363, -2.460, -0.442], [-7.917, -0.970, -0.470], [-6.564, 1.606, -0.982], [-4.209, 2.260, -1.261], [-1.956, 1.408, -1.998], [-0.619, 1.043, 2.030], [-2.979, 0.272, 4.132], [-2.047, -1.041, 4.866], [-1.214, 0.341, 4.152]], "atomic_forces_ev_per_a": [[0.0, 0.0, -0.5], [0.0, -0.1, 0.3], [0.1, 0.0, 0.0], [-0.2, 0.0, 0.0], [0.2, 0.1, -0.1], [-0.4, 0.7, 0.4], [0.1, 0.0, 0.0], [0.1, -0.3, 0.1], [0.1, 0.6, 0.1], [-0.1, -0.3, -0.5], [0.1, 0.2, 0.4], [-0.1, -0.1, 0.0], [0.0, -0.1, 0.0], [-0.1, 0.1, 0.0], [0.1, -0.1, -0.1], [0.1, 0.0, 0.0], [-0.1, 0.1, 0.0], [0.0, 0.1, 0.0], [0.1, -0.1, 0.0], [0.0, 0.0, 0.4], [0.2, 0.0, 0.2], [-0.5, 0.3, -0.3], [0.2, -0.3, -0.3], [0.0, -0.1, 0.2], [0.0, 0.0, -0.2], [0.1, 0.1, 0.3], [-0.1, 0.0, -0.1], [0.0, -0.2, -0.2], [0.0, 0.0, 0.1], [0.0, 0.0, 0.0], [0.0, 0.0, -0.1], [0.1, 0.0, 0.0], [0.1, 0.0, 0.0], [-0.1, 0.0, -0.1], [0.0, -0.1, 0.1], [0.1, 0.0, 0.0], [0.1, 0.1, 0.0], [0.0, 0.1, -0.1], [-0.1, 0.0, -0.1], [0.0, 0.0, 0.2], [0.0, 0.0, -0.1], [0.1, -0.2, -0.1], [-0.1, -0.1, -0.2], [0.1, -0.2, 0.0], [-0.2, 0.0, 0.0], [-0.2, 0.0, 0.0], [-0.1, 0.0, 0.0], [-0.1, 0.1, -0.1], [0.1, -0.1, 0.0], [0.0, -0.1, 0.0], [0.2, 0.0, 0.0], [-0.1, 0.0, 0.0], [0.0, 0.1, 0.0], [0.0, 0.0, 0.1], [-0.1, -0.1, -0.2], [-0.1, 0.1, 0.1], [0.0, -0.1, 0.1], [0.1, 0.1, 0.1]], "nbo_charge": [-0.64, -0.06, 0.19, 0.18, -0.55, 0.38, -0.23, -0.39, -0.43, -0.05, -0.73, 0.47, 0.15, 0.16, 0.22, 0.21, 0.22, 0.20, 0.23, -0.29, -0.21, 0.19, -0.54, 0.63, -0.62, -0.60, 0.41, -0.27, 0.05, -0.24, -0.19, -0.22, -0.20, -0.24, 0.21, 0.21, 0.21, 0.21, 0.22, 0.25, 0.20, 0.25, -0.01, -0.20, -0.24, -0.08, -0.26, -0.13, 0.22, 0.23, 0.04, 0.23, 0.21, 0.23, 0.17, 0.21, 0.22, 0.20], "energy_ha": -3861.07813, "orbital_gap_ev": 9.314, "total_charge": 0, "smiles": "CCO[C@H]1OC(C(=O)NCc2ccccc2)=C[C@@H](c2ccc(Br)cc2)[C@@H]1CCCO"}